104
Properties=species:S:1:pos:R:3:mulliken_spin:R:1 method="wB97M-V/def2-TZVPD" homo_energy_ev="-12.516 / -12.515" s2=0.7564 homo_lumo_gap_ev="7.3620 / 7.5278" multiplicity=2 e_above_lowest_kcal_mol=0.00 charge=+2 e_tot_ha=-9058.57621
Ti -0.50 0.10 0.17 0.933
C 2.18 4.57 -2.17 0.000
C 1.52 3.24 -2.43 0.000
C 1.39 2.71 -3.70 0.005
C 0.74 1.49 -3.89 -0.001
C 0.27 0.85 -2.77 0.029
Br -0.71 -0.76 -2.90 0.003
N 0.39 1.32 -1.54 -0.097
C 1.00 2.50 -1.37 0.048
H 2.47 5.05 -3.10 0.000
H 3.08 4.44 -1.56 0.000
H 1.51 5.23 -1.63 0.000
H 1.77 3.25 -4.56 0.000
H 0.61 1.06 -4.87 0.000
H 1.03 2.89 -0.37 0.004
C -2.78 -2.82 -1.11 0.006
P -2.33 -1.87 0.37 0.004
C -3.92 -1.30 1.05 0.004
C -1.88 -3.17 1.58 -0.002
C -1.39 -2.50 2.87 -0.002
P 0.19 -1.66 2.47 0.007
C 0.67 -0.75 3.96 0.002
C 1.32 -3.09 2.59 0.002
H -3.54 -3.58 -0.87 -0.001
H -1.89 -3.33 -1.48 0.000
H -3.18 -2.17 -1.88 0.000
H -4.53 -2.16 1.33 -0.001
H -4.46 -0.72 0.32 0.000
H -3.74 -0.67 1.92 0.001
H -1.11 -3.79 1.14 0.000
H -2.76 -3.80 1.76 0.000
H -1.24 -3.24 3.66 0.000
H -2.11 -1.77 3.24 -0.001
H 0.61 -1.38 4.84 0.000
H 0.05 0.13 4.10 -0.002
H 1.70 -0.41 3.83 0.000
H 1.13 -3.61 3.54 0.000
H 2.35 -2.75 2.58 0.000
H 1.17 -3.79 1.77 0.001
N -1.57 3.78 7.62 0.000
C -1.38 3.39 6.34 0.000
C -1.88 2.15 5.89 0.000
C -1.68 1.76 4.59 -0.001
C -0.96 2.57 3.71 0.002
C -0.48 3.82 4.14 0.000
C -0.68 4.21 5.43 0.000
S -0.82 2.13 2.05 0.062
O -1.10 3.27 1.22 -0.003
O -1.71 0.93 1.85 -0.042
N 0.52 1.39 1.54 -0.042
C 1.81 1.87 1.68 0.012
N 2.01 2.95 2.43 0.004
C 3.27 3.34 2.59 -0.001
C 4.33 2.67 2.00 0.003
C 3.99 1.59 1.21 -0.003
N 2.74 1.18 1.03 0.013
H -2.09 3.21 8.27 0.000
H -1.24 4.67 7.94 0.000
H -2.45 1.52 6.56 0.000
H -2.10 0.82 4.24 0.000
H 0.04 4.46 3.45 0.000
H -0.31 5.17 5.77 0.000
H 3.44 4.21 3.21 0.000
H 5.35 2.98 2.14 0.000
H 4.76 1.02 0.69 0.000
C 3.40 -0.31 -2.06 0.003
O 2.30 -1.22 -1.96 0.000
P 1.57 -1.53 -0.56 0.033
O 0.93 -2.95 -0.88 -0.004
C 1.38 -3.90 -1.88 0.000
O 2.80 -1.78 0.43 0.000
C 3.80 -2.78 0.16 0.000
H 4.01 -0.63 -2.90 0.000
H 4.00 -0.32 -1.15 0.000
H 3.04 0.70 -2.24 0.000
H 1.25 -4.89 -1.46 0.000
H 2.42 -3.73 -2.15 0.000
H 0.77 -3.78 -2.77 0.000
H 4.58 -2.65 0.91 0.000
H 4.23 -2.66 -0.83 0.000
H 3.37 -3.78 0.26 0.000
C -4.03 2.26 0.24 0.002
As -2.76 1.50 -1.01 0.026
C -4.01 0.62 -2.21 -0.002
C -2.28 3.14 -2.01 -0.004
C -3.27 3.50 -3.06 -0.001
C -4.35 4.33 -2.77 0.000
C -5.30 4.62 -3.74 0.000
C -5.18 4.09 -5.02 0.000
C -4.10 3.27 -5.32 0.000
C -3.15 2.98 -4.35 0.000
H -4.82 2.75 -0.33 -0.001
H -3.52 2.99 0.87 0.000
H -4.47 1.49 0.87 0.000
H -4.72 1.36 -2.58 -0.001
H -4.56 -0.15 -1.68 -0.001
H -3.50 0.18 -3.07 0.001
H -1.29 3.00 -2.44 0.004
H -2.20 3.90 -1.23 -0.001
H -4.45 4.76 -1.78 0.000
H -6.14 5.27 -3.51 0.000
H -5.92 4.31 -5.78 0.000
H -3.99 2.86 -6.32 0.000
H -2.31 2.34 -4.59 0.000